No. 1
Entry from the Open Molecules 2025 dataset: a cluster of 12 separate species, C66H156O6 in total in a non-equilibrium geometry (ωB97M-V/def2-TZVPD).

Atoms and positions in Å:
C1 0.618 5.793 5.323
C2 0.187 5.555 3.923
C3 1.039 4.553 3.243
C4 0.883 4.493 1.755
C5 -0.617 4.464 1.230
C6 -1.440 3.280 1.679
H1 0.080 6.466 6.008
H2 1.626 6.244 5.385
H3 0.630 4.807 5.891
H4 -0.843 5.175 4.012
H5 0.190 6.491 3.443
H6 0.954 3.608 3.722
H7 2.123 4.827 3.362
H8 1.425 5.314 1.243
H9 1.343 3.502 1.544
H10 -1.166 5.413 1.570
H11 -0.596 4.563 0.167
H12 -1.726 3.380 2.752
H13 -2.382 3.229 1.050
H14 -0.862 2.371 1.677
C7 7.009 0.838 0.315
C8 5.716 0.054 0.295
C9 5.676 -1.091 1.286
C10 4.449 -2.015 1.025
C11 4.461 -3.330 1.951
C12 3.411 -4.334 1.692
H15 6.948 1.727 -0.336
H16 7.892 0.202 0.157
H17 7.108 1.324 1.279
H18 4.928 0.726 0.481
H19 5.576 -0.360 -0.783
H20 5.660 -0.644 2.259
H21 6.564 -1.718 1.100
H22 3.503 -1.589 1.367
H23 4.437 -2.203 0.000
H24 5.424 -3.858 1.914
H25 4.312 -2.965 3.006
H26 3.261 -4.493 0.624
H27 3.557 -5.227 2.276
H28 2.411 -3.942 1.919
C13 -3.113 -0.262 -7.322
C14 -2.797 0.092 -5.924
C15 -4.019 0.392 -5.043
C16 -3.628 0.389 -3.539
C17 -4.645 1.114 -2.637
C18 -4.098 1.210 -1.220
H29 -3.689 -1.221 -7.311
H30 -2.195 -0.478 -7.849
H31 -3.622 0.461 -7.969
H32 -2.248 -0.773 -5.523
H33 -2.175 0.983 -5.834
H34 -4.836 -0.290 -5.267
H35 -4.444 1.380 -5.329
H36 -3.425 -0.587 -3.137
H37 -2.650 0.879 -3.429
H38 -4.697 2.121 -3.000
H39 -5.667 0.730 -2.668
H40 -4.821 1.825 -0.572
H41 -3.972 0.300 -0.712
H42 -3.141 1.763 -1.242
C19 -8.036 -0.646 6.935
C20 -7.085 -0.983 5.771
C21 -5.609 -0.717 5.969
C22 -5.166 0.732 5.675
C23 -3.825 1.073 6.329
C24 -3.469 2.505 6.111
H43 -9.086 -0.631 6.580
H44 -7.768 0.345 7.339
H45 -7.890 -1.359 7.750
H46 -7.361 -2.020 5.552
H47 -7.286 -0.463 4.787
H48 -4.991 -1.406 5.366
H49 -5.390 -0.985 7.007
H50 -5.171 0.869 4.544
H51 -6.003 1.396 5.918
H52 -3.959 0.807 7.440
H53 -3.018 0.352 5.958
H54 -3.339 2.653 5.027
H55 -4.238 3.181 6.454
H56 -2.474 2.770 6.620
C25 -8.872 -3.862 2.637
C26 -8.243 -2.784 1.836
C27 -6.690 -2.845 2.003
C28 -5.788 -1.910 1.177
C29 -5.870 -2.335 -0.347
C30 -5.288 -3.724 -0.485
H57 -8.612 -3.787 3.724
H58 -8.573 -4.862 2.367
H59 -9.938 -3.859 2.600
H60 -8.499 -3.027 0.828
H61 -8.592 -1.775 1.911
H62 -6.408 -3.888 1.782
H63 -6.501 -2.777 3.119
H64 -5.989 -0.846 1.333
H65 -4.738 -1.893 1.588
H66 -6.881 -2.278 -0.708
H67 -5.359 -1.561 -0.917
H68 -4.240 -3.833 -0.099
H69 -5.967 -4.432 0.050
H70 -5.477 -4.060 -1.545
C31 -1.027 -5.715 4.295
C32 -1.712 -4.762 5.334
C33 -3.170 -5.178 5.690
C34 -4.058 -4.846 4.556
C35 -5.539 -4.968 4.994
C36 -6.032 -6.429 4.985
H71 -1.213 -6.758 4.476
H72 0.072 -5.549 4.287
H73 -1.327 -5.395 3.259
H74 -1.099 -4.765 6.267
H75 -1.629 -3.758 4.892
H76 -3.417 -4.576 6.546
H77 -3.156 -6.219 6.066
H78 -3.839 -3.861 4.146
H79 -3.930 -5.502 3.682
H80 -5.675 -4.488 5.949
H81 -6.161 -4.461 4.204
H82 -5.415 -7.086 5.596
H83 -7.023 -6.416 5.387
H84 -6.040 -6.749 3.946
C37 -0.548 3.876 -8.623
C38 -0.800 3.933 -7.078
C39 0.027 2.927 -6.345
C40 -0.362 2.813 -4.893
C41 0.400 3.849 -4.067
C42 -0.014 3.956 -2.587
H85 0.533 4.005 -8.730
H86 -1.073 4.543 -9.253
H87 -0.846 2.875 -9.057
H88 -0.705 4.973 -6.805
H89 -1.847 3.623 -6.902
H90 1.032 3.283 -6.433
H91 -0.025 1.891 -6.808
H92 -1.427 2.974 -4.736
H93 -0.196 1.815 -4.575
H94 1.442 3.748 -3.980
H95 0.242 4.720 -4.631
H96 0.661 4.705 -2.212
H97 -1.092 4.287 -2.533
H98 0.142 3.003 -2.095
C43 2.637 1.848 -1.023
C44 2.168 0.694 -0.073
C45 0.655 0.679 -0.044
C46 0.127 -0.235 1.063
C47 -1.302 -0.835 0.891
C48 -1.737 -1.781 1.942
H99 3.669 2.044 -0.925
H100 2.129 2.791 -0.819
H101 2.526 1.587 -2.086
H102 2.653 -0.283 -0.371
H103 2.549 0.855 0.976
H104 0.264 0.323 -1.030
H105 0.281 1.709 0.041
H106 0.832 -1.060 1.202
H107 0.067 0.236 2.006
H108 -1.970 0.043 0.730
H109 -1.278 -1.378 -0.062
H110 -2.600 -2.369 1.660
H111 -0.994 -2.556 2.115
H112 -1.920 -1.291 2.918
C49 9.696 0.120 -3.787
C50 8.536 0.936 -4.415
C51 7.641 1.709 -3.451
C52 6.588 2.512 -4.276
C53 5.888 3.634 -3.445
C54 4.992 4.512 -4.307
H113 9.242 -0.490 -3.059
H114 10.362 0.804 -3.253
H115 10.179 -0.533 -4.474
H116 8.881 1.630 -5.127
H117 7.847 0.196 -4.870
H118 8.304 2.402 -2.870
H119 7.193 1.126 -2.679
H120 7.054 2.924 -5.207
H121 5.793 1.767 -4.507
H122 5.311 3.177 -2.640
H123 6.565 4.263 -2.855
H124 4.190 3.889 -4.700
H125 4.555 5.255 -3.706
H126 5.466 5.021 -5.138
C55 -2.157 -5.709 0.317
O1 -0.836 -6.214 0.373
C56 0.193 -5.282 0.038
C57 0.124 -4.694 -1.370
O2 -0.756 -3.557 -1.425
C58 -0.844 -3.116 -2.765
H127 -2.857 -6.595 0.557
H128 -2.451 -5.429 -0.675
H129 -2.245 -4.851 1.007
H130 1.137 -5.798 0.225
H131 0.152 -4.472 0.722
H132 -0.144 -5.415 -2.127
H133 1.145 -4.398 -1.584
H134 0.167 -3.170 -3.244
H135 -1.295 -2.105 -2.724
H136 -1.468 -3.804 -3.326
C59 6.657 -2.366 -2.578
O3 5.436 -2.983 -2.578
C60 4.876 -3.238 -3.881
C61 4.114 -2.127 -4.573
O4 2.848 -1.930 -3.954
C62 2.091 -0.928 -4.539
H137 7.392 -2.845 -3.157
H138 7.041 -2.235 -1.550
H139 6.660 -1.298 -2.984
H140 4.127 -3.992 -3.637
H141 5.620 -3.571 -4.570
H142 4.083 -2.461 -5.614
H143 4.749 -1.256 -4.498
H144 1.163 -0.907 -4.083
H145 2.094 -1.184 -5.609
H146 2.567 0.014 -4.347
C63 3.838 5.822 -0.708
O5 4.266 5.706 0.663
C64 5.667 5.513 0.691
C65 6.170 5.314 2.112
O6 6.242 3.955 2.566
C66 5.035 3.451 3.069
H147 4.259 6.733 -1.152
H148 2.734 5.936 -0.687
H149 4.050 4.908 -1.253
H150 6.192 6.411 0.277
H151 5.952 4.672 0.047
H152 5.535 5.853 2.856
H153 7.192 5.712 2.162
H154 4.689 4.102 3.885
H155 5.189 2.498 3.526
H156 4.215 3.347 2.274

Results
* gap between HOMO and LUMO: 10.2 eV
* lowest unoccupied orbital energy: 0.65 eV
* total charge: 0
* HOMO level: -9.506 eV
* SMILES: CCCCCC.CCCCCC.CCCCCC.CCCCCC.CCCCCC.CCCCCC.CCCCCC.CCCCCC.CCCCCC.COCCOC.COCCOC.COCCOC

---

No. 2
Entry from the Open Molecules 2025 dataset: a cluster of 12 separate species, C66H162F9N9O24 in total in a non-equilibrium geometry (ωB97M-V/def2-TZVPD).

Atoms and positions in Å:
C1 0.265 1.173 -1.340
O1 0.109 1.181 0.080
O2 0.967 2.290 -1.683
C2 0.936 -0.153 -1.704
F1 -0.011 -1.131 -1.725
F2 1.507 -0.205 -2.912
F3 1.833 -0.586 -0.773
C3 -1.183 0.992 0.710
C4 -0.964 0.997 2.218
H1 -1.943 0.922 2.699
H2 -0.338 0.148 2.485
H3 -0.642 2.006 2.487
H4 -1.754 0.099 0.447
H5 -1.702 1.892 0.375
H6 -0.731 1.165 -1.809
C5 -5.805 0.243 0.240
O3 -4.756 -0.727 0.461
O4 -6.317 0.568 1.436
C6 -5.069 1.351 -0.521
F4 -4.460 0.830 -1.635
F5 -5.809 2.375 -1.001
F6 -4.111 1.971 0.196
C7 -4.696 -1.926 -0.307
C8 -3.385 -2.607 0.009
H7 -3.356 -2.767 1.087
H8 -3.218 -3.525 -0.555
H9 -2.567 -1.953 -0.305
H10 -4.821 -1.640 -1.355
H11 -5.546 -2.602 -0.140
H12 -6.516 -0.295 -0.401
C9 3.411 -7.304 -1.202
O5 3.124 -5.931 -1.263
O6 2.448 -7.943 -1.918
C10 4.930 -7.687 -1.517
F7 5.356 -7.204 -2.698
F8 5.823 -7.254 -0.593
F9 5.046 -9.029 -1.546
C11 3.507 -5.048 -0.226
C12 3.609 -3.622 -0.745
H13 3.884 -3.050 0.150
H14 4.380 -3.366 -1.476
H15 2.705 -3.210 -1.196
H16 4.349 -5.280 0.427
H17 2.551 -5.040 0.317
H18 3.342 -7.560 -0.126
C13 6.418 0.107 -2.150
O7 5.685 0.960 -3.013
C14 4.363 1.252 -2.656
C15 4.377 2.313 -1.540
N1 5.502 3.316 -1.830
H19 5.697 3.860 -0.992
H20 6.372 2.783 -1.968
C16 5.361 4.094 -3.120
C17 6.722 4.659 -3.501
O8 7.755 3.894 -2.950
C18 9.073 4.407 -2.952
H21 5.804 -0.708 -1.750
H22 6.767 0.668 -1.275
H23 7.268 -0.393 -2.606
H24 3.858 0.344 -2.316
H25 3.803 1.580 -3.531
H26 4.507 1.865 -0.557
H27 3.465 2.912 -1.539
H28 4.575 4.827 -2.975
H29 5.110 3.265 -3.779
H30 6.809 5.635 -3.002
H31 6.909 4.767 -4.572
H32 9.328 4.758 -3.958
H33 9.796 3.592 -2.894
H34 9.377 5.155 -2.221
C19 0.458 -7.086 -7.289
O9 1.637 -6.557 -6.714
C20 2.253 -7.385 -5.705
C21 3.106 -6.443 -4.881
N2 4.257 -5.918 -5.737
H35 4.737 -6.731 -6.123
H36 3.894 -5.400 -6.539
C22 5.259 -5.067 -5.030
C23 4.696 -3.813 -4.352
O10 3.740 -3.211 -5.185
C24 2.759 -2.390 -4.604
H37 -0.445 -6.873 -6.720
H38 0.539 -8.142 -7.570
H39 0.405 -6.700 -8.311
H40 2.929 -7.936 -6.370
H41 1.682 -8.059 -5.069
H42 3.539 -7.102 -4.125
H43 2.586 -5.577 -4.487
H44 5.994 -4.770 -5.778
H45 5.713 -5.730 -4.297
H46 5.568 -3.199 -4.112
H47 4.250 -4.128 -3.405
H48 3.217 -1.504 -4.151
H49 2.192 -2.982 -3.880
H50 2.057 -1.943 -5.308
C25 -0.985 -0.564 7.462
O11 -0.179 -0.980 6.333
C26 0.546 -2.137 6.645
C27 1.980 -1.910 6.156
N3 2.033 -2.031 4.606
H51 1.282 -1.488 4.172
H52 2.888 -1.610 4.251
C28 1.983 -3.441 4.135
C29 1.637 -3.526 2.647
O12 0.461 -2.845 2.304
C30 0.127 -3.177 0.939
H53 -0.290 -0.091 8.160
H54 -1.454 -1.397 7.986
H55 -1.731 0.161 7.151
H56 0.090 -3.046 6.233
H57 0.597 -2.452 7.693
H58 2.699 -2.671 6.456
H59 2.396 -0.910 6.255
H60 1.182 -4.005 4.611
H61 2.959 -3.898 4.282
H62 1.726 -4.585 2.395
H63 2.377 -2.966 2.050
H64 0.204 -4.245 0.743
H65 0.673 -2.494 0.291
H66 -0.909 -2.924 0.709
C31 -2.222 -1.832 -3.643
O13 -3.219 -2.286 -4.556
C32 -4.533 -2.270 -4.048
C33 -5.469 -2.947 -5.024
N4 -4.881 -4.318 -5.371
H67 -3.895 -4.302 -5.646
H68 -4.810 -4.914 -4.541
C34 -5.696 -5.078 -6.390
C35 -5.305 -6.552 -6.473
O14 -3.888 -6.675 -6.489
C36 -3.359 -7.902 -6.026
H69 -1.440 -1.302 -4.193
H70 -1.658 -2.673 -3.234
H71 -2.583 -1.104 -2.916
H72 -4.957 -1.296 -3.793
H73 -4.457 -2.940 -3.179
H74 -5.478 -2.511 -6.023
H75 -6.462 -3.068 -4.602
H76 -5.551 -4.656 -7.385
H77 -6.738 -4.985 -6.097
H78 -5.926 -7.196 -7.092
H79 -5.561 -6.858 -5.445
H80 -4.059 -8.733 -6.137
H81 -3.117 -7.846 -4.960
H82 -2.447 -8.145 -6.567
C37 7.613 3.060 7.588
O15 7.726 2.192 6.488
C38 7.980 0.843 6.827
C39 7.247 -0.042 5.823
N5 5.742 0.177 5.831
H83 5.347 -0.742 5.645
H84 5.386 0.464 6.745
C40 5.224 1.278 4.894
C41 3.690 1.516 4.970
O16 2.923 0.567 4.256
C42 2.659 0.836 2.870
H85 7.747 4.091 7.260
H86 8.273 2.906 8.444
H87 6.595 3.065 8.004
H88 7.606 0.566 7.816
H89 9.047 0.635 6.741
H90 7.388 -1.118 5.939
H91 7.664 0.094 4.823
H92 5.631 1.013 3.917
H93 5.764 2.191 5.142
H94 3.523 2.525 4.596
H95 3.450 1.460 6.033
H96 3.491 1.253 2.296
H97 1.761 1.442 2.751
H98 2.452 -0.148 2.445
C43 -1.840 8.815 1.155
O17 -0.554 8.309 0.846
C44 0.390 9.246 0.370
C45 1.756 8.610 0.323
N6 1.983 7.753 1.556
H99 1.959 8.308 2.413
H100 1.122 7.188 1.597
C46 3.201 6.859 1.579
C47 2.820 5.528 2.341
O18 1.466 5.192 2.040
C48 1.290 4.686 0.723
H101 -2.616 8.132 1.489
H102 -2.245 9.216 0.221
H103 -1.844 9.597 1.917
H104 0.399 10.107 1.048
H105 0.096 9.576 -0.630
H106 2.522 9.376 0.254
H107 1.537 7.983 -0.544
H108 3.970 7.401 2.118
H109 3.409 6.474 0.586
H110 2.788 5.774 3.405
H111 3.405 4.611 2.255
H112 1.731 5.355 -0.024
H113 0.242 4.502 0.494
H114 1.725 3.688 0.590
C49 -8.695 2.474 1.953
O19 -8.718 1.997 3.293
C50 -8.396 2.944 4.281
C51 -6.968 3.521 4.217
N7 -5.920 2.510 3.745
H115 -5.569 1.996 4.552
H116 -6.328 1.779 3.143
C52 -4.574 3.095 3.328
C53 -4.661 4.299 2.357
O20 -4.767 5.517 3.026
C54 -3.546 6.178 3.264
H117 -9.664 2.663 1.489
H118 -8.146 1.860 1.240
H119 -8.167 3.435 1.922
H120 -8.663 2.429 5.202
H121 -9.099 3.768 4.122
H122 -6.673 3.872 5.207
H123 -6.808 4.391 3.585
H124 -3.997 2.320 2.820
H125 -3.951 3.331 4.191
H126 -5.531 4.059 1.739
H127 -3.816 4.301 1.664
H128 -3.711 7.142 3.741
H129 -2.902 6.414 2.412
H130 -2.969 5.501 3.905
C55 -3.541 3.478 -2.556
O21 -2.383 4.080 -3.163
C56 -1.563 4.688 -2.172
C57 -0.563 5.474 -2.986
N8 0.523 4.623 -3.655
H131 1.345 5.206 -3.778
H132 0.794 3.862 -3.018
C58 0.046 3.946 -4.910
C59 1.062 2.838 -5.209
O22 0.814 2.273 -6.456
C60 1.433 1.010 -6.652
H133 -4.043 2.896 -3.324
H134 -4.204 4.215 -2.103
H135 -3.225 2.743 -1.810
H136 -1.192 3.974 -1.431
H137 -2.176 5.418 -1.628
H138 0.012 6.138 -2.337
H139 -1.097 6.036 -3.746
H140 0.076 4.614 -5.769
H141 -0.907 3.440 -4.809
H142 0.961 2.098 -4.398
H143 2.093 3.112 -4.921
H144 2.460 1.120 -7.015
H145 0.886 0.490 -7.435
H146 1.548 0.321 -5.809
C61 -2.350 -4.405 4.172
O23 -3.316 -3.552 3.621
C62 -3.563 -2.467 4.533
C63 -4.126 -1.301 3.741
N9 -5.389 -1.771 3.081
H147 -5.732 -1.156 2.311
H148 -5.137 -2.579 2.506
C64 -6.582 -1.923 4.033
C65 -7.813 -2.129 3.188
O24 -7.644 -3.328 2.447
C66 -8.793 -3.673 1.690
H149 -2.151 -5.285 3.552
H150 -2.767 -5.002 4.996
H151 -1.385 -3.974 4.443
H152 -2.679 -2.176 5.101
H153 -4.316 -2.855 5.221
H154 -3.483 -1.003 2.911
H155 -4.332 -0.396 4.308
H156 -6.572 -1.020 4.634
H157 -6.259 -2.839 4.523
H158 -8.030 -1.196 2.656
H159 -8.654 -2.181 3.887
H160 -8.443 -4.290 0.860
H161 -9.180 -2.802 1.152
H162 -9.556 -4.191 2.267

Results
* gap between HOMO and LUMO: 3.2 eV
* lowest unoccupied orbital energy: -10.88 eV
* total charge: +6
* HOMO level: -14.124 eV

---

Among the records above, which one has the lowest total charge? C66H156O6

---

Which formula does entry 1 have? C66H156O6